a.
19
Properties=species:S:1:pos:R:3:nbo_charge:R:1 method="wB97M-V/def2-TZVPD" lumo_ev=0.469 total_charge=0 homo_energy_ev=-9.127 smiles="C=CO.O.O.O.O" orbital_gap_ev=9.60
C -0.722 0.041 -2.302 -0.560
C -0.139 1.027 -1.594 0.177
O -0.695 1.538 -0.488 -0.736
H -0.019 -0.468 -2.981 0.210
H -1.729 -0.279 -2.114 0.216
H 0.829 1.449 -1.872 0.168
H -0.258 1.402 0.362 0.524
O 1.144 1.160 1.905 -0.971
H 1.541 0.565 1.250 0.490
H 1.820 1.161 2.592 0.475
O 2.558 -0.443 -0.249 -0.950
H 1.860 -1.105 -0.353 0.484
H 3.245 -0.954 0.197 0.475
O -0.496 -1.992 -0.038 -0.960
H -0.184 -1.628 -0.875 0.470
H -1.135 -1.339 0.280 0.486
O -2.214 -0.018 1.898 -0.949
H -2.873 -0.713 1.819 0.471
H -2.533 0.596 2.563 0.481

***

b.
19
Properties=species:S:1:pos:R:3:nbo_charge:R:1 method="wB97M-V/def2-TZVPD" lumo_ev=0.327 total_charge=0 homo_energy_ev=-9.145 smiles="C=CO.O.O.O.O" orbital_gap_ev=9.47
C 0.206 2.744 -0.869 -0.568
C 0.322 2.285 -2.177 0.164
O 0.708 1.018 -2.555 -0.754
H 0.221 3.863 -0.616 0.227
H 0.492 2.012 0.027 0.209
H 0.503 2.985 -3.046 0.194
H 1.284 0.327 -2.155 0.532
O 3.512 -0.577 -0.994 -0.956
H 4.225 -0.851 -1.546 0.477
H 3.422 -1.222 -0.227 0.481
O -1.205 2.265 5.765 -0.966
H -2.059 1.740 5.852 0.484
H -0.387 1.688 5.548 0.483
O -1.248 -7.042 0.456 -0.926
H -1.123 -6.110 0.876 0.465
H -0.901 -6.912 -0.381 0.460
O -2.352 0.633 -0.818 -0.959
H -2.155 0.372 0.090 0.466
H -2.011 1.564 -0.969 0.488

***

It is b that is the least stable of them.

***

a.
16
Properties=species:S:1:pos:R:3:nbo_charge:R:1 method="wB97M-V/def2-TZVPD" lumo_ev="0.077 / 0.287" total_charge=0 homo_energy_ev="-6.796 / -8.709" orbital_gap_ev="6.87 / 9.00"
C 1.107 -0.878 -0.290 0.070
C 0.406 1.451 0.223 -0.673
C -0.203 0.302 1.053 0.578
C 1.933 -2.026 -0.730 -0.649
C -2.732 0.813 -0.107 -0.528
N 0.375 -0.879 0.844 -0.470
F -0.752 0.530 2.196 -0.300
S 1.279 0.636 -1.107 0.312
H -0.387 2.187 -0.062 0.243
H 0.986 2.210 0.905 0.235
H 1.440 -2.919 -0.643 0.232
H 2.760 -2.063 -0.114 0.230
H 2.223 -1.941 -1.703 0.218
H -3.341 0.097 -0.600 0.166
H -2.010 1.316 -0.716 0.160
H -3.084 1.164 0.852 0.176

***

b.
16
Properties=species:S:1:pos:R:3:nbo_charge:R:1 method="wB97M-V/def2-TZVPD" lumo_ev=-0.297 total_charge=0 homo_energy_ev=-8.857 smiles="C[C@@]1(CF)NCC1=S" orbital_gap_ev=8.56
C 1.100 -1.260 -0.330 -0.614
C 0.152 -0.048 -0.198 -0.027
C 0.475 1.023 -1.268 0.061
F -0.484 2.076 -1.185 -0.370
N -1.320 -0.360 -0.176 -0.602
C -1.472 0.220 1.173 -0.320
C 0.013 0.510 1.216 -0.033
S 1.066 1.162 2.271 0.072
H 1.000 -1.787 -1.284 0.221
H 2.106 -0.902 -0.224 0.230
H 0.842 -1.964 0.436 0.218
H 1.509 1.426 -1.122 0.181
H 0.420 0.578 -2.271 0.179
H -1.469 -1.366 -0.166 0.357
H -2.125 1.125 1.142 0.231
H -1.813 -0.433 1.988 0.216

***

It is a that is the least stable of them.

***

a.
12
Properties=species:S:1:pos:R:3:nbo_charge:R:1 method="wB97M-V/def2-TZVPD" lumo_ev=0.673 total_charge=0 homo_energy_ev=-9.914 smiles="NC=O.NC=O" orbital_gap_ev=10.59
N -1.822 1.054 0.282 -0.836
C -1.447 1.666 -0.878 0.529
O -1.946 1.503 -1.990 -0.600
H -2.582 0.370 0.272 0.399
H -1.193 1.109 1.087 0.398
H -0.580 2.334 -0.661 0.110
N 1.952 -1.762 0.708 -0.818
C 1.265 -1.043 -0.154 0.516
O 1.749 -0.045 -0.586 -0.611
H 1.569 -2.522 1.276 0.396
H 2.825 -1.306 0.986 0.404
H 0.210 -1.357 -0.342 0.112

***

b.
12
Properties=species:S:1:pos:R:3:nbo_charge:R:1 method="wB97M-V/def2-TZVPD" lumo_ev=0.558 total_charge=0 homo_energy_ev=-9.397 smiles="CNNC(=O)O" orbital_gap_ev=9.95
C 1.362 -0.551 0.065 -0.507
N -0.102 -0.536 0.818 -0.467
N -1.154 -0.245 -0.002 -0.519
C -1.367 1.106 -0.380 0.877
O -2.271 1.396 -1.114 -0.605
O -0.382 1.878 0.020 -0.681
H 2.043 -0.809 0.872 0.214
H 1.369 -1.385 -0.648 0.199
H 1.777 0.277 -0.511 0.219
H -0.237 -1.446 1.259 0.380
H -1.472 -0.936 -0.677 0.376
H 0.434 1.252 0.298 0.515

***

It is b that is the least stable of them.

***

a.
12
Properties=species:S:1:pos:R:3:nbo_charge:R:1 method="wB97M-V/def2-TZVPD" lumo_ev=-0.078 total_charge=0 homo_energy_ev=-8.763 orbital_gap_ev=8.68
C 1.068 -0.306 0.978 -0.418
C -0.737 0.174 -0.540 0.165
H 2.076 -0.242 -0.247 0.272
H 1.178 -1.401 1.794 0.249
H 1.167 1.167 1.967 0.152
H -1.465 -1.320 1.930 0.469
H -1.807 0.310 -0.606 0.206
H 0.249 1.668 -3.217 0.490
N -0.325 -0.249 0.799 -0.273
N 0.213 0.656 -1.345 -0.147
O -1.244 -1.534 1.026 -0.582
O -0.373 1.076 -2.538 -0.583

***

b.
12
Properties=species:S:1:pos:R:3:nbo_charge:R:1 method="wB97M-V/def2-TZVPD" lumo_ev=0.105 total_charge=0 homo_energy_ev=-8.427 orbital_gap_ev=8.53
C -1.663 0.160 -0.207 -0.214
C 1.716 -0.466 0.341 -0.264
N -0.903 -0.933 0.160 -0.299
O 0.657 -0.636 -0.566 -0.461
N -0.444 1.423 -0.455 0.216
O -0.398 1.869 -1.537 -0.243
H -0.614 -0.851 1.134 0.340
H -2.143 0.061 -1.181 0.182
H -2.275 0.630 0.564 0.206
H 1.457 -0.734 1.375 0.169
H 2.554 -1.104 0.034 0.188
H 2.057 0.580 0.338 0.179

***

It is a that is the least stable of them.

***

a.
12
Properties=species:S:1:pos:R:3:nbo_charge:R:1 method="wB97M-V/def2-TZVPD" lumo_ev="0.652 / 0.652" total_charge=0 homo_energy_ev="-8.292 / -8.292" smiles="NC[C@H](O)N=O" orbital_gap_ev="8.94 / 8.94"
N 0.187 -0.509 1.414 -0.859
C -0.545 0.882 0.524 -0.179
C -0.130 0.631 -0.835 0.084
O -0.988 -0.188 -1.563 -0.717
N 1.312 -0.383 -0.331 0.185
O 1.279 -1.437 -0.913 -0.387
H 1.030 -0.588 1.977 0.397
H -0.354 -1.354 1.239 0.375
H -0.079 1.731 1.015 0.221
H -1.591 0.722 0.764 0.230
H 0.339 1.434 -1.397 0.171
H -0.460 -0.942 -1.893 0.480

***

b.
12
Properties=species:S:1:pos:R:3:nbo_charge:R:1 method="wB97M-V/def2-TZVPD" lumo_ev="-0.672 / -0.674" total_charge=0 homo_energy_ev="-7.937 / -7.931" orbital_gap_ev="7.27 / 7.26"
C 0.753 0.698 -0.510 0.068
C -0.085 -1.152 1.517 -0.243
N -0.024 -0.189 -1.369 -0.025
N -0.759 0.772 -1.754 0.049
O -0.241 1.915 -1.273 -0.415
O 0.747 -1.173 0.422 -0.746
H -1.610 0.724 -2.311 0.417
H 0.429 0.934 0.496 0.242
H 1.783 0.865 -0.806 0.239
H -0.486 -0.131 1.745 0.106
H 0.456 -1.452 2.432 0.161
H -0.963 -1.811 1.412 0.147

***

It is b that is the least stable of them.

***

a.
12
Properties=species:S:1:pos:R:3:nbo_charge:R:1 method="wB97M-V/def2-TZVPD" lumo_ev=-0.651 total_charge=0 homo_energy_ev=-9.360 smiles="C=C=O.N=O.N" orbital_gap_ev=8.71
C 1.154 0.985 -0.347 -0.790
C 0.745 1.562 -1.426 0.722
O 0.340 2.059 -2.391 -0.460
H 1.098 1.483 0.601 0.262
H 1.603 0.011 -0.384 0.267
N -2.376 0.340 -0.007 -0.007
O -1.482 -0.253 -0.573 -0.250
H -3.017 0.834 -0.685 0.256
N 0.382 -1.942 1.466 -1.078
H 1.110 -2.340 0.885 0.352
H 0.778 -1.178 2.002 0.353
H -0.336 -1.560 0.859 0.372

***

b.
12
Properties=species:S:1:pos:R:3:nbo_charge:R:1 method="wB97M-V/def2-TZVPD" lumo_ev=1.090 total_charge=0 homo_energy_ev=-9.066 smiles="N/N=C/COO" orbital_gap_ev=10.16
N -2.530 0.282 0.073 -0.631
N -1.248 0.170 -0.362 -0.245
C -0.331 -0.174 0.426 0.033
C 0.886 -0.778 -0.116 -0.162
O 2.016 -0.134 0.506 -0.293
O 2.605 0.907 -0.171 -0.428
H -2.772 0.841 0.886 0.342
H -3.145 0.677 -0.642 0.357
H -0.307 0.037 1.587 0.151
H 1.011 -1.908 -0.056 0.214
H 0.741 -0.464 -1.238 0.214
H 3.073 0.543 -0.892 0.447

***

c.
12
Properties=species:S:1:pos:R:3:nbo_charge:R:1 method="wB97M-V/def2-TZVPD" lumo_ev=0.783 total_charge=0 homo_energy_ev=-9.794 smiles="C=NN.O=CO" orbital_gap_ev=10.58
C 0.894 0.411 0.778 -0.096
N 0.315 -0.222 -0.097 -0.229
N 0.945 -0.998 -0.930 -0.618
H 1.952 0.189 1.047 0.162
H 0.247 1.015 1.338 0.201
H 1.912 -1.373 -0.859 0.350
H 0.469 -1.887 -1.062 0.367
O -2.486 -0.417 0.930 -0.650
C -2.809 0.235 -0.051 0.642
O -1.955 0.714 -0.872 -0.702
H -3.800 0.331 -0.556 0.100
H -0.995 0.353 -0.487 0.472

***

It is b that is the least stable of them.

***

a.
12
Properties=species:S:1:pos:R:3:nbo_charge:R:1 method="wB97M-V/def2-TZVPD" lumo_ev="0.682 / 0.524" total_charge=0 homo_energy_ev="-7.680 / -7.911" orbital_gap_ev="8.36 / 8.44"
C -1.020 -0.176 -0.186 0.613
C 0.608 0.244 2.115 -0.100
N -0.274 0.064 -2.449 -0.675
N -0.208 0.330 -1.027 -0.485
O -1.915 -1.005 -0.072 -0.576
O 1.870 -0.279 1.661 -0.701
H 0.488 1.189 2.531 0.158
H -0.083 -0.504 2.563 0.151
H -0.862 -0.714 -2.408 0.359
H -0.661 0.837 -3.125 0.367
H 0.394 1.089 -0.833 0.412
H 1.662 -1.077 1.229 0.477

***

b.
12
Properties=species:S:1:pos:R:3:nbo_charge:R:1 method="wB97M-V/def2-TZVPD" lumo_ev=0.941 total_charge=0 homo_energy_ev=-8.778 smiles=NN[C@H]1COO1 orbital_gap_ev=9.72
N 1.592 0.374 -1.098 -0.649
N 0.231 0.336 -0.713 -0.451
C -0.132 -0.307 0.434 0.212
C -1.612 -0.465 0.750 -0.111
O -1.599 -1.878 0.679 -0.291
O -0.223 -2.010 0.307 -0.350
H 2.098 0.985 -0.458 0.353
H 2.010 -0.559 -1.051 0.347
H -0.346 0.122 -1.520 0.380
H 0.543 -0.147 1.271 0.196
H -1.912 -0.115 1.741 0.188
H -2.264 -0.027 -0.014 0.175

***

c.
12
Properties=species:S:1:pos:R:3:nbo_charge:R:1 method="wB97M-V/def2-TZVPD" lumo_ev=0.681 total_charge=0 homo_energy_ev=-8.739 smiles="N/N=C/O.C=O" orbital_gap_ev=9.42
N -0.635 -0.379 1.638 -0.665
N 0.265 -0.607 0.629 -0.368
C 1.166 0.325 0.519 0.361
O 2.288 0.036 -0.144 -0.663
H -1.267 -1.181 1.696 0.361
H -1.248 0.407 1.398 0.351
H 1.229 1.256 1.098 0.169
H 2.192 -0.870 -0.483 0.493
C -0.984 0.211 -1.552 0.275
O -2.158 0.208 -1.198 -0.538
H -0.269 1.045 -1.268 0.103
H -0.579 -0.451 -2.332 0.120

***

It is a that is the least stable of them.

***

a.
9
Properties=species:S:1:pos:R:3:nbo_charge:R:1 method="wB97M-V/def2-TZVPD" lumo_ev=0.782 total_charge=0 homo_energy_ev=-9.139 smiles="CC(=O)OO" orbital_gap_ev=9.92
C -0.853 -0.077 -0.179 -0.728
C 0.494 -0.647 0.199 0.842
O 0.933 -1.348 0.999 -0.453
O 1.574 0.297 -0.818 -0.399
O 2.877 0.085 -0.351 -0.486
H -0.831 0.247 -1.222 0.259
H -1.541 -0.849 -0.116 0.239
H -1.053 0.758 0.466 0.260
H 3.563 0.354 -1.027 0.465

***

b.
9
Properties=species:S:1:pos:R:3:nbo_charge:R:1 method="wB97M-V/def2-TZVPD" lumo_ev=0.903 total_charge=0 homo_energy_ev=-11.010 smiles=CC1(O)OO1 orbital_gap_ev=11.91
C -0.138 -0.227 -0.568 -0.699
C -0.499 -0.608 0.819 0.733
O 0.865 -0.220 1.686 -0.759
O -1.203 -1.674 1.194 -0.233
O -1.664 -0.321 1.499 -0.247
H 0.916 -0.101 -0.529 0.260
H -0.769 0.522 -0.912 0.245
H -0.300 -0.982 -1.292 0.237
H 0.481 -0.168 2.524 0.462

***

It is b that is the least stable of them.

***

a.
9
Properties=species:S:1:pos:R:3:nbo_charge:R:1 method="wB97M-V/def2-TZVPD" lumo_ev=0.836 total_charge=0 homo_energy_ev=-10.042 smiles="O=CO.C=O" orbital_gap_ev=10.88
O -0.604 -1.009 0.331 -0.540
C 0.465 -0.731 0.765 0.651
O 0.924 -1.259 1.946 -0.727
H 1.219 -0.017 0.418 0.124
H 0.704 -2.194 2.043 0.493
C -0.441 1.620 -2.078 0.279
O -0.406 1.408 -0.899 -0.496
H -0.181 2.612 -2.486 0.105
H -0.790 0.851 -2.786 0.111

***

b.
9
Properties=species:S:1:pos:R:3:nbo_charge:R:1 method="wB97M-V/def2-TZVPD" lumo_ev=0.426 total_charge=0 homo_energy_ev=-9.960 smiles="O=CO.C=O" orbital_gap_ev=10.39
O 0.397 1.006 0.415 -0.673
C 1.012 0.169 -0.263 0.687
O 1.924 -0.632 0.240 -0.655
H 1.033 0.144 -1.357 0.142
H 2.019 -0.462 1.193 0.498
C -1.516 -0.024 0.007 0.315
O -0.896 -1.019 -0.396 -0.573
H -1.576 0.954 -0.493 0.139
H -2.398 -0.137 0.655 0.119

***

c.
9
Properties=species:S:1:pos:R:3:nbo_charge:R:1 method="wB97M-V/def2-TZVPD" lumo_ev=0.601 total_charge=0 homo_energy_ev=-10.524 smiles="O=CO.C=O" orbital_gap_ev=11.12
O -1.118 -0.887 0.708 -0.613
C -1.460 -0.512 -0.389 0.652
O -0.918 0.498 -1.049 -0.675
H -2.289 -0.987 -0.927 0.116
H -0.335 1.050 -0.510 0.512
C 1.834 0.325 0.916 0.292
O 1.543 0.498 -0.240 -0.530
H 2.872 0.452 1.282 0.110
H 1.074 0.069 1.669 0.136

***

It is b that is the least stable of them.

***

a.
9
Properties=species:S:1:pos:R:3:nbo_charge:R:1 method="wB97M-V/def2-TZVPD" lumo_ev="0.078 / -0.250" total_charge=0 homo_energy_ev="-8.888 / -7.508" orbital_gap_ev="8.97 / 7.26"
C 0.157 0.103 0.906 0.730
N 0.954 -0.886 1.147 -0.831
N -0.299 0.016 -1.598 -0.163
O -0.333 1.144 1.275 -0.547
O -0.811 1.317 -1.708 -0.592
Cl -1.588 -1.114 -1.640 0.057
H 1.058 -1.748 0.536 0.455
H 1.410 -0.775 2.029 0.394
H -0.548 1.944 -0.947 0.495

***

b.
9
Properties=species:S:1:pos:R:3:nbo_charge:R:1 method="wB97M-V/def2-TZVPD" lumo_ev=0.739 total_charge=0 homo_energy_ev=-10.144 smiles="CO/[N+]([O-])=N/Cl" orbital_gap_ev=10.88
C 0.018 -0.118 -0.013 -0.269
O 1.300 -0.880 0.101 -0.394
N 2.644 -0.651 0.052 0.564
O 3.176 -1.718 -0.052 -0.378
N 3.070 0.509 0.025 -0.314
Cl 4.750 0.632 -0.017 0.158
H -0.539 0.188 0.964 0.211
H 0.299 0.618 -0.773 0.211
H -0.731 -0.791 -0.452 0.211

***

It is b that is the least stable of them.

***

a.
9
Properties=species:S:1:pos:R:3:nbo_charge:R:1 method="wB97M-V/def2-TZVPD" lumo_ev="-1.714 / -1.430" total_charge=0 homo_energy_ev="-9.539 / -9.767" orbital_gap_ev="7.82 / 8.34"
C 0.079 0.861 -0.046 -0.142
N 0.928 -1.231 -0.616 -0.600
N 1.392 1.330 0.018 0.425
O 2.204 0.934 0.855 -0.404
O 1.703 2.199 -0.788 -0.426
Cl 2.395 -1.263 -0.045 0.359
H -0.489 1.375 -0.803 0.237
H -0.212 0.543 0.916 0.208
H 0.463 -1.605 0.235 0.342

***

b.
9
Properties=species:S:1:pos:R:3:nbo_charge:R:1 method="wB97M-V/def2-TZVPD" lumo_ev="-0.174 / -0.173" total_charge=0 homo_energy_ev="-8.541 / -8.538" orbital_gap_ev="8.37 / 8.36"
C -1.639 -0.431 -0.047 0.611
N 1.704 0.058 -0.297 -0.654
N 0.855 0.595 0.689 -0.108
O -1.407 -1.534 0.065 -0.479
O -0.331 1.007 0.384 -0.402
Cl -3.060 0.427 -0.465 0.034
H 1.200 -0.810 -0.704 0.322
H 1.667 0.725 -1.016 0.349
H 1.011 -0.036 1.392 0.327

***

It is a that is the least stable of them.

***

a.
6
Properties=species:S:1:pos:R:3:nbo_charge:R:1 method="wB97M-V/def2-TZVPD" lumo_ev="-2.349 / -2.105" total_charge=0 homo_energy_ev="-9.790 / -9.540" smiles="O=S(=O)=CCl" orbital_gap_ev="7.44 / 7.43"
O 1.183 1.752 -0.093 -0.858
S 1.001 0.382 0.304 1.729
O 1.967 -0.582 -0.140 -0.855
C -1.072 -0.181 -0.303 -0.321
Cl -1.324 -1.794 -0.070 0.139
H -1.755 0.423 0.302 0.166

***

b.
6
Properties=species:S:1:pos:R:3:nbo_charge:R:1 method="wB97M-V/def2-TZVPD" lumo_ev=0.171 total_charge=0 homo_energy_ev=-9.219 orbital_gap_ev=9.39
C 1.276 3.093 -2.740 0.501
O 1.705 2.597 -3.651 -0.501
O -0.905 0.595 -0.380 -0.812
S -0.750 0.988 1.203 0.522
Cl -1.704 2.719 1.688 -0.187
H -1.681 0.169 -0.519 0.477

***

It is a that is the least stable of them.